1.
The following is a DFT calculation (ωB97M-V with the def2-TZVPD basis set) of C9H6Co2NO6 as an isolated structure at a distorted geometry.

Last column: natural (NBO) charge in e.
CARTESIAN COORDINATES (ANGSTROEM)
N -3.6176 -0.7050 -0.6643  -0.787
H -3.9948 -1.6460 -0.4651  0.396
H -3.9677 -0.4012 -1.5811  0.411
H -4.1629 -0.1059 -0.0283  0.411
O 1.9047 -3.4635 -0.3257  -0.592
C 1.8845 -2.3174 -0.2287  0.474
Co 1.9645 -0.5897 0.0246  -0.107
C 1.8110 -0.6829 1.7891  0.425
O 1.8407 -0.8580 2.9304  -0.586
C 3.7225 -0.5327 -0.2529  0.440
O 4.8808 -0.5351 -0.3596  -0.587
C 0.0679 -0.0873 -1.2342  -0.394
C -1.1525 0.1010 -0.7566  -0.354
C -2.2746 -0.6949 -0.2098  -0.421
Co 0.4489 1.3158 -0.1043  -0.067
C 0.0233 1.4408 1.5696  0.496
O -0.4211 1.4806 2.6405  -0.581
C -0.0881 2.8353 -0.7043  0.519
O -0.6410 3.7809 -1.0539  -0.574
C 2.3026 1.7495 0.1536  0.444
O 3.1946 2.4740 0.3475  -0.588
H 0.5260 -0.4213 -2.1676  0.201
H -2.2934 -0.3965 0.8519  0.220
H -1.9582 -1.7407 -0.1707  0.203

- Highest occupied orbital energy: -1.9759 eV
- LUMO level: 0.0754 Eh
- Total charge: -1
- Gap between HOMO and LUMO: 4.026 eV

=====

2.
The following is a DFT calculation (ωB97M-V with the def2-TZVPD basis set) of one molecule with the formula C9H6FNO at a distorted geometry.

Last column: natural (NBO) charge in e.
CARTESIAN COORDINATES (ANGSTROEM)
C -1.3868 1.1065 -0.0852  0.327
C -2.6478 0.3556 -0.0671  -0.255
C -2.6364 -1.0170 -0.0291  -0.200
C -1.4998 -1.7454 -0.0619  -0.204
C -0.3304 -1.0362 -0.0700  -0.098
C 0.9217 -1.7319 0.0494  -0.113
C 2.1179 -1.1439 0.1708  -0.309
C 2.0690 0.2694 -0.0398  0.623
C -0.2431 0.2756 0.0795  0.078
H -0.2051 2.5837 -0.2148  0.511
H -3.6131 0.9748 -0.1041  0.232
H -3.6126 -1.4864 0.0867  0.219
H -1.4617 -2.7739 0.0413  0.213
H 0.9251 -2.7988 0.1714  0.212
H 3.1381 -1.6242 0.2244  0.242
N 0.9986 0.9163 -0.0929  -0.500
O -1.2570 2.4708 0.2071  -0.668
F 3.3010 0.7720 -0.0990  -0.311

- Highest occupied orbital energy: -8.5556 eV
- LUMO level: 0.0081 Eh
- Total charge: 0
- Gap between HOMO and LUMO: 8.777 eV
- Structure (SMILES): Oc1cccc2ccc(F)nc12

=====

3.
The following is a DFT calculation (ωB97M-V with the def2-TZVPD basis set) of one molecule with the formula C9H6N2O3 at a distorted geometry.

Last column: natural (NBO) charge in e.
CARTESIAN COORDINATES (ANGSTROEM)
C -2.4751 -0.5427 -0.1926  -0.225
C -2.0859 0.7417 -0.1934  -0.179
C -1.5232 -1.6407 -0.1150  -0.236
C 0.2154 0.0275 -0.0312  -0.004
C -0.2065 -1.3454 -0.0884  0.221
C 1.5835 -0.0312 -0.1136  -0.042
C -0.7435 1.0903 0.0904  -0.121
C 2.0245 -1.4285 -0.0809  0.619
C -0.5935 2.2696 0.6880  -0.230
N 0.8874 -2.1043 -0.1602  -0.600
N 2.4611 1.1420 -0.1902  0.532
O 3.1133 -1.9026 -0.0560  -0.557
O 2.2228 1.8879 -1.1138  -0.367
O 3.3287 1.2324 0.6372  -0.335
H -3.5488 -0.6359 -0.6619  0.229
H -2.7964 1.4939 -0.2660  0.212
H -1.9704 -2.6459 0.0740  0.229
H 0.4462 2.4517 1.0307  0.204
H -1.3396 3.0703 0.6608  0.219
H 1.0000 -3.1301 0.0821  0.430

- Highest occupied orbital energy (alpha / beta): -8.4194 / -8.4195 eV
- LUMO level (alpha / beta): -0.0594 / -0.0593 Eh
- Total charge: 0
- Gap between HOMO and LUMO (alpha / beta): 6.804 / 6.805 eV
- Structure (SMILES): C=c1cccc2c1=C([N+](=O)[O-])C(=O)N2

=====

4.
The following is a DFT calculation (ωB97M-V with the def2-TZVPD basis set) of a 2-piece molecular cluster, C9H6NO4S overall at a distorted geometry.

Last column: natural (NBO) charge in e.
CARTESIAN COORDINATES (ANGSTROEM)
C -1.9647 -1.6424 -1.3261  -0.302
C -2.8585 -1.1820 -0.3033  -0.195
C -0.7221 -0.9697 -1.4516  -0.138
C -2.5500 -0.1556 0.5596  -0.264
C -0.4188 0.0571 -0.6256  -0.200
C -1.3752 0.5676 0.3361  0.098
C 0.6767 0.9914 -0.5140  0.229
C 2.3231 -0.4276 0.5893  -0.335
C 3.6212 0.0309 0.3693  0.593
N -0.8987 1.5881 1.0474  0.302
O 4.3635 -0.5557 -0.4214  -0.650
O 3.9658 1.2073 0.8595  -0.694
O -1.2777 2.3634 1.9344  -0.561
O 0.3331 1.8893 0.4022  -0.334
S 1.4711 -1.4689 1.5487  -0.090
H -2.3655 -2.4930 -2.0524  0.208
H -3.8349 -1.6544 -0.1330  0.200
H 0.0010 -1.2084 -2.2933  0.215
H -3.2457 0.2549 1.2484  0.218
H 1.2813 1.2287 -1.3489  0.206
H 3.4749 1.5790 1.5747  0.494

- Highest occupied orbital energy (alpha / beta): -2.7931 / -2.7924 eV
- LUMO level (alpha / beta): 0.1184 / 0.1184 Eh
- Total charge: -1
- Gap between HOMO and LUMO (alpha / beta): 6.016 / 6.014 eV

=====

Values for relative energy (zero: lowest compared OMol25 entry of this formula, charge and spin), kcal per mole, ordered as above
78.34; 0.00; 74.62; 37.04